The following is a DFT calculation (ωB97M-V/def2-TZVPD) of a 2-piece molecular cluster, C4H14N2O overall at a distorted geometry.

Last column: Mulliken charge in e.
Positions of all 21 atoms, in Å:
C -0.914 3.031 0.144  -1.00
N -0.576 1.655 0.445  -0.12
C 0.663 1.126 -0.016  -0.39
C 1.180 0.101 1.032  -0.77
C 0.379 -1.199 1.111  -0.48
N 0.872 -2.390 0.450  -0.66
H -0.339 3.833 0.584  0.32
H -1.130 3.197 -0.927  0.27
H -1.941 3.093 0.634  0.31
H -1.103 1.131 1.112  0.23
H 0.530 0.798 -1.084  0.25
H 1.489 1.855 0.085  0.30
H 1.305 0.494 2.059  0.31
H 2.223 -0.152 0.738  0.36
H -0.635 -1.056 0.691  0.26
H 0.196 -1.431 2.154  0.33
H 1.378 -2.258 -0.425  0.23
H 1.640 -2.771 0.998  0.26
O -1.342 -1.934 -2.568  -0.60
H -1.231 -2.885 -2.634  0.31
H -1.807 -1.719 -3.382  0.30

Summary:
LUMO energy in hartree: 0.034
HOMO in eV: -8.040
Relative energy (zero: lowest compared OMol25 entry of this formula, charge and spin) in kcal/mol: 49.83
Electronic energy in eV: -9401.446